# 1
C28H65BrF3N14O27 | ωB97M-V/def2-TZVPD

```
138
Properties=species:S:1:pos:R:3:forces:R:3
C -1.758324 -1.746594 4.021186 -0.34 0.16 -0.27
C -2.220930 -1.243987 2.629044 0.91 -0.77 1.18
Br -2.906785 -2.835967 1.668983 -0.27 0.23 -0.06
C -1.074936 -0.625882 1.834488 -0.44 -0.22 -1.02
C -1.420653 0.701625 1.159417 0.01 0.86 -0.21
C -0.305626 1.099384 0.151134 -0.14 -1.33 0.33
C 1.120782 0.750080 0.575617 -0.58 0.94 -0.64
C 1.666734 1.628439 1.655768 1.35 -2.46 -1.75
F 1.448612 2.887906 1.434568 -0.59 2.03 0.27
F 3.018965 1.472114 1.609343 1.08 0.20 0.26
F 1.333292 1.257776 2.860428 -0.73 0.21 1.86
C -1.482236 1.829113 2.244703 -1.16 -1.09 -0.76
C -2.851217 2.414103 2.623107 0.47 0.70 1.64
C -2.885193 2.495662 4.162124 -0.31 -0.49 -0.20
C -2.941376 3.874425 2.157752 0.24 -0.77 -0.32
N -4.007611 1.600062 2.232926 0.55 1.13 -1.02
O -5.121302 2.068521 2.641556 -0.27 -0.35 0.37
C -4.041559 1.126870 0.847224 -1.12 -1.68 -1.40
C -4.532601 2.208637 -0.146322 0.41 0.51 0.46
C -5.142072 0.014496 0.814531 0.36 1.09 0.76
C -2.725981 0.492611 0.324314 0.41 0.74 1.02
H -2.307976 -1.217777 4.788724 -0.08 0.16 0.28
H -1.964820 -2.798494 4.146732 0.04 -0.24 0.11
H -0.702384 -1.576869 4.184538 0.24 0.00 -0.02
H -3.043465 -0.570117 2.816669 -0.37 0.07 -0.54
H -0.829985 -1.330081 1.042267 0.16 -0.12 -0.17
H -0.176676 -0.561386 2.427345 0.09 0.20 0.45
H -0.486077 0.550119 -0.764824 0.06 -0.20 -0.29
H -0.381485 2.144734 -0.119898 -0.05 0.31 0.05
H 1.762710 0.961893 -0.265840 0.17 -0.01 -0.35
H 1.280820 -0.292382 0.804032 -0.08 -0.22 0.27
H -0.894129 2.657278 1.893153 0.38 0.29 0.17
H -1.059713 1.412676 3.145733 0.35 0.09 0.23
H -1.931402 2.834708 4.544890 0.13 0.28 0.07
H -3.689427 3.134885 4.495721 -0.09 0.22 0.15
H -3.077383 1.502526 4.562349 0.06 -0.20 0.14
H -2.865982 3.962679 1.079444 -0.22 0.16 -0.22
H -2.066951 4.347798 2.572922 0.21 0.30 0.17
H -3.811710 4.358153 2.570419 -0.34 0.17 -0.17
H -4.951583 3.051743 0.387165 -0.26 0.14 0.17
H -5.311720 1.815472 -0.782227 -0.06 -0.15 -0.29
H -3.730813 2.599841 -0.764422 0.14 0.04 -0.13
H -5.168485 -0.464620 1.786986 -0.08 -0.45 -0.03
H -4.940520 -0.681802 0.028150 0.04 -0.48 -0.41
H -6.096059 0.483462 0.633352 -0.37 -0.09 0.06
H -2.836618 -0.572747 0.193733 -0.21 -0.30 0.03
H -2.577533 0.875104 -0.673290 0.11 0.23 -0.31
C -4.289318 -2.418349 -2.759534 0.13 -0.10 0.08
N -3.748379 -1.116469 -3.240770 0.00 0.07 -0.15
O -2.546382 -1.020062 -3.428391 -0.26 -0.06 0.21
O -4.547903 -0.228122 -3.431699 0.07 -0.04 0.08
H -3.465402 -3.112698 -2.643880 0.04 0.06 0.00
H -4.787500 -2.235898 -1.810000 -0.09 -0.01 -0.07
H -4.996010 -2.771473 -3.504524 -0.07 0.07 0.06
C 0.352967 -0.447890 -4.348156 0.11 0.10 -0.08
N 1.573240 -0.442738 -3.492434 0.11 0.03 -0.06
O 2.556367 -1.020918 -3.908909 -0.01 0.01 0.14
O 1.532503 0.143714 -2.421244 -0.11 -0.10 -0.29
H 0.572756 -1.005604 -5.248785 0.09 0.00 0.01
H -0.452035 -0.915762 -3.792396 0.10 0.15 0.04
H 0.117172 0.587527 -4.580370 -0.05 0.03 0.17
C 3.866227 3.006260 -1.216937 -0.01 -0.28 -0.05
N 4.055485 3.949790 -2.353451 -0.03 -0.05 0.01
O 4.148040 3.487623 -3.469460 0.00 0.15 0.13
O 4.098048 5.135210 -2.073293 0.02 -0.18 -0.15
H 3.838095 1.995069 -1.608170 -0.02 0.03 -0.08
H 4.702209 3.135490 -0.536153 -0.05 0.12 0.04
H 2.928867 3.263752 -0.733095 0.06 0.10 0.05
C -6.716771 -5.429710 1.270954 -0.02 -0.18 -0.04
N -6.436164 -4.455192 0.180169 0.01 -0.06 -0.08
O -6.291019 -4.891832 -0.947951 0.04 0.15 0.18
O -6.366925 -3.287384 0.497161 0.04 -0.06 -0.12
H -6.747719 -6.425395 0.844847 0.01 0.04 -0.07
H -5.916646 -5.339674 1.999951 -0.04 0.11 0.03
H -7.673217 -5.161183 1.708956 0.05 0.09 0.05
C -0.154451 -4.572936 -3.546347 -0.04 0.25 -0.05
N -0.815712 -4.173189 -4.821356 -0.02 0.08 0.02
O -0.781835 -2.997875 -5.133134 -0.10 -0.41 -0.05
O -1.347771 -5.057614 -5.461982 0.06 0.15 0.07
H 0.272543 -3.689621 -3.085483 -0.01 0.03 -0.05
H -0.913423 -5.016292 -2.908655 0.03 -0.11 -0.06
H 0.616897 -5.291713 -3.788998 -0.03 -0.06 -0.01
C 5.070022 0.484767 4.018557 -0.02 0.19 -0.07
N 6.407766 -0.061217 4.379287 0.01 0.04 0.02
O 7.376030 0.660863 4.229735 -0.18 -0.11 0.02
O 6.442474 -1.199879 4.799432 0.05 0.14 -0.07
H 5.194286 1.499778 3.661447 0.07 -0.01 0.00
H 4.656301 -0.151691 3.242649 -0.03 -0.06 0.07
H 4.454578 0.459467 4.912740 -0.01 -0.12 -0.01
C -8.638737 2.668046 1.702315 0.00 0.03 0.16
N -8.668115 1.508554 0.768897 0.01 -0.03 0.07
O -9.156994 0.471263 1.169012 0.08 0.12 -0.13
O -8.187181 1.683059 -0.333988 -0.08 -0.06 0.11
H -9.092947 2.367647 2.638835 0.00 -0.07 -0.03
H -7.595976 2.942283 1.843900 0.01 -0.01 -0.07
H -9.196415 3.475243 1.236798 0.08 0.01 -0.07
C 4.326329 7.877832 -0.590161 -0.03 -0.15 0.06
N 3.906628 8.540181 0.677672 0.01 0.01 -0.03
O 3.409480 7.841030 1.542772 0.01 0.14 -0.07
O 4.086372 9.737118 0.761223 -0.05 -0.17 0.05
H 4.105871 6.822207 -0.518726 -0.03 0.00 0.05
H 3.767029 8.338010 -1.398899 0.07 0.08 0.00
H 5.392261 8.045684 -0.710736 -0.02 0.12 -0.03
C 1.543427 -8.502433 -3.442803 -0.07 -0.28 -0.08
N 1.107105 -7.815473 -2.198145 -0.01 -0.06 0.01
O 0.545325 -8.473309 -1.349004 0.08 0.16 -0.04
O 1.350613 -6.622203 -2.113877 0.03 -0.29 0.13
H 1.265021 -9.547600 -3.376496 -0.09 0.03 0.09
H 1.043758 -8.020033 -4.278849 0.06 0.09 0.02
H 2.619618 -8.387167 -3.511146 -0.13 0.10 -0.07
C 9.745121 -0.980559 3.695911 -0.03 -0.12 -0.10
N 11.060783 -1.650931 3.490366 -0.02 -0.06 -0.05
O 11.075531 -2.686758 2.852461 0.06 0.15 0.10
O 12.033334 -1.111313 3.978092 -0.09 -0.10 -0.07
H 8.979947 -1.573069 3.209624 0.04 -0.05 0.01
H 9.567632 -0.920332 4.763526 0.06 0.09 0.01
H 9.809467 0.009725 3.258417 0.07 0.04 0.11
C -0.126275 7.575532 3.220557 0.11 -0.02 0.12
N -1.375714 6.792596 3.442870 0.03 0.05 0.04
O -1.485611 6.186539 4.491592 -0.04 0.03 -0.18
O -2.202068 6.810860 2.552535 0.11 0.11 0.15
H 0.510323 7.464320 4.089910 -0.05 -0.04 0.02
H 0.355289 7.179188 2.331586 -0.05 0.06 -0.05
H -0.413176 8.612519 3.076183 -0.03 -0.02 -0.11
C 5.484652 -6.775265 -1.281840 0.06 0.09 0.10
N 4.834502 -6.404350 -2.569392 -0.05 0.08 -0.01
O 4.852883 -5.240543 -2.899010 -0.04 -0.18 -0.02
O 4.322916 -7.309779 -3.207327 0.30 0.23 0.12
H 5.890719 -5.878062 -0.830775 -0.03 0.04 -0.06
H 4.722791 -7.221013 -0.649004 0.00 -0.08 -0.06
H 6.270212 -7.490143 -1.507233 -0.08 -0.07 -0.01
C 3.320717 0.025301 -6.940597 0.22 0.05 -0.03
N 2.601589 -0.781508 -7.964424 0.02 0.00 -0.04
O 3.167629 -0.999980 -9.015464 -0.14 -0.01 0.13
O 1.486314 -1.167984 -7.668779 0.14 0.04 -0.06
H 4.291990 0.301450 -7.333401 -0.03 -0.03 -0.09
H 2.718265 0.906449 -6.739287 -0.06 -0.05 0.06
H 3.418860 -0.589951 -6.051727 -0.12 0.03 0.03
```
Positions in Å, forces in eV/Å.

Summary:
<S²> = 0.754
gap between HOMO and LUMO (alpha / beta) = 0.3025 / 0.3467 hartree
multiplicity = 2
max |F| = 3.31 eV/Å



# 2
C28H66BF2N2O18PS | ωB97M-V/def2-TZVPD

```
119
Properties=species:S:1:pos:R:3:forces:R:3
H 1.628289 2.270579 0.516061 -0.02 0.18 0.12
N 1.437170 1.501211 1.159347 0.20 0.05 0.23
C 1.014958 0.487551 0.535678 0.15 0.94 0.15
C 0.864062 0.544407 -0.978578 0.09 -0.20 -0.24
C -0.491365 0.029352 -1.608957 1.74 0.74 1.63
S -0.612860 -1.668029 -0.937343 -1.98 -3.21 0.44
C 1.027696 -2.422175 -0.856404 -0.55 0.93 0.40
O -1.193847 -1.645714 0.378905 0.94 1.32 0.57
O -1.399453 -2.576441 -1.745310 0.50 0.61 -1.31
C -1.457926 1.046216 -0.900798 -0.85 -0.79 -1.23
O -1.848329 1.113949 0.213455 0.87 0.25 0.04
O -1.878589 1.840718 -1.940456 -0.65 -0.26 0.87
C -2.160117 0.831937 -2.977614 -0.37 1.58 0.41
C -3.241950 -0.126970 -2.475673 -0.89 -0.16 -0.72
C -4.451167 0.516263 -1.742866 0.89 -0.48 0.80
O -5.637891 -0.172101 -2.081904 0.15 0.38 -0.24
P -3.030868 1.864550 -4.258808 0.60 0.72 -1.62
O -2.925656 1.359997 -5.646116 0.05 -0.51 0.02
C -0.714462 0.279014 -3.150182 0.03 -2.07 -0.84
C -0.510099 -0.967802 -4.076818 -0.57 -0.76 0.19
B -1.734686 -1.589523 -4.878230 -0.66 -0.03 -0.53
O -1.807514 -1.313846 -6.219407 0.60 -0.01 0.12
O -2.704182 -2.431716 -4.370576 0.62 -0.14 0.44
N 0.192327 1.340767 -3.639611 0.03 0.18 -0.63
C -0.023388 1.961894 -4.926057 -0.41 3.23 -0.16
O -0.032680 3.158598 -5.039635 0.04 -1.68 0.18
F -0.120620 1.209367 -6.003063 0.17 -0.70 0.65
C 1.576882 1.147145 -3.543412 1.14 -0.62 0.41
O 2.221299 0.144926 -3.555501 -0.75 0.16 -0.06
F 2.212771 2.306242 -3.375155 -0.28 0.29 -0.31
H 0.838222 -0.376968 1.162239 -0.25 -0.41 -0.37
H 1.740562 0.077781 -1.417112 -0.14 -0.37 0.07
H 0.948097 1.592983 -1.263198 -0.06 0.15 0.19
H 1.690884 -2.028433 -1.614329 0.18 -0.14 -0.11
H 0.860174 -3.488756 -0.926622 -0.31 -0.09 -0.40
H 1.377490 -2.227080 0.146409 0.34 0.32 0.04
H -2.932287 -0.962565 -1.854164 0.47 -0.01 -0.24
H -3.694362 -0.573996 -3.363168 0.14 -0.20 -0.05
H -4.520851 1.590698 -1.850311 -0.32 0.13 -0.27
H -4.265003 0.351382 -0.687466 0.02 0.36 0.30
H -5.743147 -0.828029 -1.390813 -0.51 -0.32 0.00
H -4.377434 2.069799 -3.917677 0.23 -0.13 0.66
H -2.408036 3.130450 -4.171393 -0.25 -0.12 0.60
H 0.223852 -0.786161 -4.851615 0.03 0.58 -0.04
H -0.055180 -1.799245 -3.543636 -0.16 0.01 0.35
H -2.662601 -1.581239 -6.564315 -0.09 0.05 -0.30
H -2.959826 -3.076854 -5.037679 -0.39 -0.10 -0.08
C -0.811925 -5.626836 -7.949409 -0.08 0.02 -0.05
C -1.423617 -4.908315 -6.762351 -0.02 -0.34 -0.01
O -2.849600 -5.009805 -6.766915 0.04 0.39 0.07
H -1.197957 -5.215320 -8.882166 0.04 0.06 0.01
H 0.274732 -5.533164 -7.946833 0.00 -0.02 0.01
H -1.069851 -6.688613 -7.933103 0.08 -0.02 0.06
H -1.182885 -3.846297 -6.793154 -0.08 0.02 0.01
H -1.043894 -5.321614 -5.821645 0.13 0.08 -0.02
H -3.079989 -5.941822 -6.727411 -0.06 -0.04 0.02
C 3.617944 5.497813 3.274268 -0.04 -0.08 -0.19
C 3.078795 4.182585 2.741594 0.39 0.03 0.18
O 4.013223 3.564165 1.856979 -0.23 0.07 -0.22
H 3.837487 6.179333 2.450275 -0.07 0.00 -0.02
H 2.901181 5.973634 3.943048 0.05 0.00 0.06
H 4.549032 5.344063 3.820814 -0.07 0.02 0.12
H 2.158784 4.345813 2.182251 0.03 -0.13 -0.09
H 2.862434 3.493758 3.564072 -0.17 0.05 0.00
H 4.820696 3.408578 2.353143 0.05 -0.02 0.02
C 0.255116 -0.798218 5.438564 0.02 0.01 0.07
C -0.032691 -1.355687 4.059091 0.30 -0.23 0.20
O 1.163714 -1.890469 3.477590 -0.22 0.16 -0.27
H 1.014767 -0.017705 5.382224 -0.04 0.04 -0.05
H -0.645481 -0.379911 5.891915 0.00 -0.02 0.01
H 0.644533 -1.583110 6.091792 -0.06 0.00 0.04
H -0.399349 -0.573970 3.395286 0.09 -0.07 -0.14
H -0.787745 -2.146836 4.109326 -0.11 0.11 -0.02
H 1.480435 -2.587097 4.059789 0.04 0.02 0.08
C -4.351370 4.495069 2.172882 -0.02 0.04 -0.03
C -4.951824 3.209240 1.633595 0.38 -0.05 0.04
O -4.094152 2.603466 0.671070 -0.46 0.26 0.06
H -4.169112 5.198938 1.360105 -0.06 0.00 -0.01
H -5.014814 4.963813 2.901830 0.03 0.00 0.02
H -3.389807 4.299304 2.653162 -0.04 -0.02 0.07
H -5.901221 3.410104 1.138147 0.01 -0.07 -0.06
H -5.131796 2.498984 2.448094 -0.14 0.08 0.04
H -3.254996 2.408450 1.097984 0.11 -0.13 -0.14
C -5.138392 -5.202544 -0.610121 0.01 0.01 0.04
C -6.337796 -4.429348 -1.126057 0.32 0.01 -0.12
O -6.042828 -3.039362 -1.238116 -0.05 0.15 0.08
H -4.829591 -4.820168 0.363064 -0.05 -0.01 0.02
H -5.369229 -6.264887 -0.514032 0.01 0.00 -0.02
H -4.287075 -5.090452 -1.285556 -0.03 -0.05 -0.04
H -7.179270 -4.524155 -0.441726 -0.03 0.12 -0.01
H -6.648141 -4.806335 -2.105928 -0.07 -0.10 0.05
H -5.306406 -2.943346 -1.852032 0.02 -0.06 -0.07
C 5.518650 -2.814187 -0.794392 -0.07 0.03 -0.04
C 4.957987 -2.144379 0.446565 -0.04 -0.32 -0.02
O 3.545178 -2.331528 0.540107 0.26 0.18 -0.04
H 5.042754 -2.414311 -1.690821 0.04 0.07 0.01
H 6.595638 -2.659944 -0.870838 0.00 -0.03 -0.01
H 5.322093 -3.889244 -0.775645 0.08 -0.02 0.05
H 5.136495 -1.071097 0.416417 -0.12 0.03 0.06
H 5.430939 -2.546837 1.348060 0.11 0.10 -0.01
H 3.382793 -3.278846 0.581875 0.01 -0.04 0.07
C 4.730078 -3.840186 5.762769 -0.05 0.03 -0.05
C 4.158651 -3.165415 6.996355 -0.08 -0.35 -0.06
O 2.741841 -3.317552 7.059359 -0.02 0.22 -0.08
H 4.282863 -3.421695 4.859803 0.04 0.07 0.01
H 5.812194 -3.711765 5.710502 0.00 -0.03 -0.01
H 4.507038 -4.910066 5.769540 0.08 -0.02 0.05
H 4.364814 -2.096843 6.976478 -0.12 0.03 0.04
H 4.602727 -3.585575 7.904671 0.12 0.09 -0.01
H 2.549260 -4.258738 7.089731 -0.02 -0.04 0.03
C 4.533390 9.698006 6.054244 0.05 0.00 -0.03
C 3.901800 8.534003 5.313035 0.02 -0.04 0.38
O 4.517529 7.298247 5.668604 0.06 0.07 -0.14
H 5.600333 9.752361 5.836684 -0.01 0.01 -0.06
H 4.068102 10.643213 5.770577 0.00 0.00 0.03
H 4.429416 9.569943 7.134348 -0.08 0.04 0.00
H 4.024375 8.654116 4.237790 0.02 -0.12 -0.02
H 2.830252 8.475108 5.533337 -0.03 0.11 -0.11
H 4.404378 7.177350 6.615319 0.02 -0.02 0.05
```
Positions in Å, forces in eV/Å.

Summary:
gap between HOMO and LUMO = 0.3614 hartree
max |F| = 3.79 eV/Å
SMILES = [H]/N=C\C[C@@]1(S(C)(=O)=O)C(=O)O[C@@](CCO)([PH2]=O)[C@@]1(CB(O)O)N(C(=O)F)C(=O)F.CCO.CCO.CCO.CCO.CCO.CCO.CCO.CCO